Density functional theory data (ωB97M-V/def2-TZVPD) for the ion C25H24NO4 with charge -1.

The value obtained for the lowest unoccupied orbital energy is 2.7 eV. Its SMILES is CC(C)(C)OC(=O)[C@H](N=C(c1ccccc1)c1ccccc1)[C@H]1C=C([O-])C=CC1=O. As for the orbital gap: 5.389 eV. As for the net charge: -1. As for the total energy: -35994.3062 eV. The HOMO energy is -2.712 eV.

Last column: Mulliken charge in e.
Atoms and positions in Å:
C: 1.169 1.297 1.786  -0.88
C: 1.531 1.975 0.559  0.13
C: 2.369 1.118 -0.472  0.12
O: 2.811 1.665 -1.468  -0.67
C: 2.600 -0.264 -0.098  -0.61
C: 2.050 -0.840 0.991  -0.49
C: 1.143 -0.121 1.910  0.30
O: 0.344 -0.722 2.665  -0.85
H: 0.720 1.900 2.579  0.31
H: 2.228 2.787 0.839  0.70
H: 3.280 -0.818 -0.743  0.37
H: 2.188 -1.895 1.203  0.40
C: -2.911 -0.523 -0.643  -1.61
C: -2.549 0.396 0.493  1.59
C: -3.411 1.640 0.484  -1.70
C: -2.669 -0.337 1.815  -1.74
O: -1.116 0.760 0.412  0.19
C: -0.667 1.545 -0.608  -0.39
C: 0.307 2.585 -0.056  0.24
N: 0.553 3.518 -1.128  -0.36
C: 0.368 4.794 -1.075  0.14
C: 0.600 5.499 -2.366  0.56
C: 0.949 6.858 -2.443  -0.32
C: 1.275 7.426 -3.673  -0.83
C: 1.238 6.653 -4.837  -0.39
C: 0.885 5.297 -4.764  -0.61
C: 0.574 4.719 -3.530  -0.44
C: -0.042 5.591 0.132  0.70
C: -0.853 6.734 -0.004  -0.46
C: -1.247 7.472 1.114  -0.81
C: -0.854 7.068 2.394  -0.49
C: -0.024 5.952 2.543  -0.79
C: 0.395 5.232 1.417  0.03
O: -1.049 1.479 -1.753  -0.64
H: -2.328 -1.446 -0.564  0.35
H: -3.976 -0.785 -0.594  0.42
H: -2.696 -0.034 -1.596  0.33
H: -3.118 2.321 1.292  0.33
H: -3.340 2.151 -0.483  0.37
H: -4.461 1.369 0.646  0.48
H: -2.370 0.318 2.641  0.38
H: -3.705 -0.666 1.983  0.44
H: -2.012 -1.213 1.823  0.36
H: -0.298 3.069 0.726  0.78
H: 0.970 7.457 -1.534  0.50
H: 1.564 8.473 -3.712  0.36
H: 1.496 7.103 -5.796  0.36
H: 0.858 4.680 -5.660  0.37
H: 0.319 3.661 -3.443  0.46
H: -1.145 7.069 -0.999  0.64
H: -1.856 8.366 0.979  0.37
H: -1.181 7.628 3.270  0.37
H: 0.312 5.632 3.529  0.42
H: 1.100 4.407 1.537  0.19